[1]
C2H4O3P | ωB97M-V/def2-TZVPD

As for the energy above the lowest of the compared OMol25 structures with the same formula, charge and spin: 99.0 kcal per mole. The value obtained for the HOMO-LUMO gap (spin up / spin down) is 0.2287 / 0.1822 Eh. The calculation puts the maximum force at 0.07838 hartree/bohr. The HOMO energy (spin up / spin down) comes out at -2.17 / -1.03 eV. The lowest unoccupied orbital energy (spin up / spin down) comes out at 4.06 / 3.92 eV.

```
! wB97M-V def2-TZVPD RIJCOSX def2/J DEFGRID3
* xyz -1 1
C 0.87411 0.56960 0.48583
C 0.18246 -0.59165 -0.16814
O 4.49782 -0.07049 -0.48934
O 2.19044 0.54341 0.22035
O 0.07392 1.81884 0.43065
P 3.17919 -0.67264 -0.14441
H -0.74956 -0.15845 -0.58139
H 0.18017 -1.44288 0.41086
H 0.97605 -1.03899 -0.93323
H 0.56466 2.43624 -0.01378
*
```

Results of the Mulliken charge analysis, in e, for atoms 1 through 4: C 0.0978; C -0.9466; O -0.5824; O -0.0494


[2]
C3H5NOS | ωB97M-V/def2-TZVPD

As for the energy above the lowest of the compared OMol25 structures with the same formula, charge and spin: 86.8 kcal per mole. The value obtained for the HOMO-LUMO gap (spin up / spin down) is 0.3071 / 0.3072 Eh. The calculation puts the maximum force at 0.06221 hartree/bohr. The HOMO energy (spin up / spin down) comes out at -8.96 / -8.96 eV. The lowest unoccupied orbital energy (spin up / spin down) comes out at -0.60 / -0.60 eV.

```
! wB97M-V def2-TZVPD RIJCOSX def2/J DEFGRID3
* xyz 0 1
C 0.32541 -0.04095 -0.23991
C -0.34890 0.59704 1.03373
C -0.40642 -0.66599 -1.36745
N 1.53325 -0.28973 -0.13780
O 0.62828 1.50307 1.47998
S 1.96204 0.61616 1.90571
H -1.30659 1.04597 0.67246
H -0.58697 -0.20783 1.68623
H 0.18174 -1.26587 -1.97213
H -0.82698 0.21331 -1.94084
H -1.15487 -1.50518 -1.11998
*
```

Results of the Mulliken charge analysis, in e, for atoms 1 through 4: C 0.8648; C -0.3123; C -1.1602; N -0.6341


[3]
C3H4N2OS | ωB97M-V/def2-TZVPD

As for the energy above the lowest of the compared OMol25 structures with the same formula, charge and spin: 48.7 kcal per mole. The value obtained for the HOMO-LUMO gap is 0.3391 Eh. The calculation puts the maximum force at 0.06656 hartree/bohr. Its SMILES is CC(=O)SN=C=N. The HOMO energy comes out at -8.58 eV. The lowest unoccupied orbital energy comes out at 0.64 eV.

```
! wB97M-V def2-TZVPD RIJCOSX def2/J DEFGRID3
* xyz 0 1
C 0.41912 1.33343 -0.78154
C 0.47167 -0.12649 -0.22264
O 1.52937 -0.76649 -0.34058
S -0.86941 -0.77156 0.75770
N -0.18310 -2.22082 1.02599
C 0.93387 -2.64833 0.56696
N 1.53869 -3.64895 0.25193
H -0.16991 1.98730 -0.07493
H 1.39727 1.76799 -0.63869
H -0.00378 1.29153 -1.75723
H 2.51127 -3.86214 0.31378
*
```

Results of the Mulliken charge analysis, in e, for atoms 1 through 4: C -0.9718; C 0.5641; O -0.5293; S 0.0600


[4]
C29H57N10O8 | ωB97M-V/def2-TZVPD

The value obtained for the HOMO-LUMO gap is 0.1820 Eh. The calculation puts the maximum force at 0.12820 hartree/bohr. The HOMO energy comes out at -9.59 eV. The lowest unoccupied orbital energy comes out at -4.64 eV.

```
! wB97M-V def2-TZVPD RIJCOSX def2/J DEFGRID3
* xyz 1 1
O 0.77108 1.94950 0.55282
N 1.43680 1.10510 -0.05938
O 1.09524 1.08752 -1.36809
C 1.42419 2.36053 -2.02918
C 2.78204 2.90580 -2.77162
N 2.42711 4.34217 -3.20556
C 0.99704 4.78959 -2.83815
C 0.26546 6.23178 -3.12682
C -1.35543 6.14921 -3.36168
C -2.24262 5.89140 -2.00691
C -3.82785 5.96697 -2.41800
N -4.57507 4.65383 -2.34334
C -5.92466 4.62044 -3.02629
C -6.65115 3.14393 -2.82123
C -5.54095 2.30140 -1.95791
C -4.24902 3.32185 -1.70477
N 0.47436 3.53075 -2.16405
H 3.77949 2.30663 -2.92179
H 3.16855 4.88650 -3.70248
H 0.72945 6.64253 -4.14583
H 0.60251 7.00756 -2.30041
H -1.69445 7.19947 -3.80338
H -1.63919 5.35373 -4.19944
H -1.98415 6.79069 -1.26595
H -1.97533 4.91233 -1.41713
H -4.35438 6.70355 -1.66682
H -3.90746 6.33879 -3.53630
H -6.36651 5.54211 -3.59885
H -7.70226 2.86391 -3.25518
H -5.68462 1.17991 -1.59234
H -3.25305 3.06421 -1.12075
H -0.47908 3.36648 -1.77091
C -5.16144 -1.32749 0.97669
O -5.83448 -0.80359 0.09834
N -3.83973 -1.04380 1.24750
C -3.11170 -1.70955 2.30731
C -3.15604 -0.04883 0.44788
H -5.58318 -2.09779 1.64330
H -2.76248 -0.95893 3.02208
H -2.25396 -2.23148 1.87344
H -3.74612 -2.43264 2.82746
H -3.68190 0.90624 0.54182
H -3.17592 -0.35993 -0.60106
H -2.12021 0.06715 0.77788
C 4.27294 -3.07589 -2.87443
O 5.03306 -2.21645 -3.30163
N 3.02543 -2.84353 -2.33548
C 2.18471 -3.91808 -1.85071
C 2.53860 -1.48245 -2.25057
H 4.54404 -4.14445 -2.89099
H 1.24662 -3.91433 -2.41306
H 1.97796 -3.75404 -0.78924
H 2.67391 -4.88817 -1.97522
H 2.50341 -1.05344 -3.25666
H 3.23108 -0.89395 -1.64098
H 1.54107 -1.45588 -1.80386
C 6.50773 2.70317 1.68940
O 7.68982 2.56264 1.97552
N 5.94197 2.41677 0.46522
C 4.53084 2.61124 0.20569
C 6.78387 1.90519 -0.59603
H 5.77907 3.08586 2.42302
H 4.08711 1.65142 -0.07379
H 4.41734 3.32257 -0.61741
H 4.01742 3.00023 1.08943
H 7.24541 0.96987 -0.26487
H 7.57398 2.63264 -0.80577
H 6.19827 1.72633 -1.50178
C 0.83856 -3.85354 3.04552
O 0.16552 -3.32964 2.16717
N 2.16027 -3.56985 3.31633
C 2.88830 -4.23560 4.37614
C 2.84396 -2.57488 2.51672
H 0.41682 -4.62384 3.71213
H 3.23752 -3.48498 5.09091
H 3.74604 -4.75753 3.94227
H 2.25388 -4.95869 4.89629
H 2.31810 -1.61981 2.61065
H 2.82408 -2.88598 1.46777
H 3.87979 -2.45890 2.84671
C -10.40109 1.52931 -1.21498
O -10.10858 1.99300 -0.12028
N -10.04685 0.27847 -1.67394
C -10.43332 -0.19741 -2.98567
C -9.26346 -0.58845 -0.81866
H -10.99504 2.10470 -1.94420
H -11.03419 -1.10398 -2.87010
H -9.53040 -0.42519 -3.55946
H -11.01855 0.55517 -3.52141
H -9.81546 -0.76655 0.10928
H -8.31921 -0.09118 -0.57663
H -9.06103 -1.54116 -1.31533
C 5.60664 -7.05829 5.18664
O 4.93360 -6.53439 4.30829
N 6.92835 -6.77460 5.45745
C 7.65637 -7.44035 6.51726
C 7.61203 -5.77963 4.65784
H 5.18489 -7.82859 5.85325
H 8.00559 -6.68974 7.23203
H 8.51411 -7.96228 6.08339
H 7.02196 -8.16344 7.03741
H 7.08617 -4.82456 4.75177
H 7.59215 -6.09073 3.60889
H 8.64787 -5.66365 4.98783
*
```

Results of the Mulliken charge analysis, in e, for atoms 1 through 4: O -0.3337; N 0.3528; O -0.0559; C 0.3492


[5]
C38H51Cl3CoN2O3PSi | ωB97M-V/def2-TZVPD

As for the energy above the lowest of the compared OMol25 structures with the same formula, charge and spin: 95.4 kcal per mole. The value obtained for the HOMO-LUMO gap (spin up / spin down) is 0.2728 / 0.1523 Eh. The calculation puts the maximum force at 0.05933 hartree/bohr. The HOMO energy (spin up / spin down) comes out at -7.73 / -7.73 eV. The lowest unoccupied orbital energy (spin up / spin down) comes out at -0.30 / -3.58 eV.

```
! wB97M-V def2-TZVPD RIJCOSX def2/J DEFGRID3
* xyz 0 5
C 2.96922 -2.67885 -4.06848
C 2.49415 -1.75636 -5.14835
H 2.47253 -3.65676 -4.16107
H 2.79085 -2.24941 -3.07996
H 4.05134 -2.86821 -4.17055
C 2.33651 -2.28792 -6.39434
C 2.57608 -3.74018 -6.72247
H 2.03556 -1.70303 -7.26002
H 1.99875 -4.42581 -6.06431
H 3.64995 -4.02885 -6.65706
H 2.28472 -3.95187 -7.77415
Co 3.30842 1.82234 -3.06706
Cl 2.81255 1.60864 -0.90417
Cl 5.36156 1.48147 -3.61623
C -1.16681 2.84330 1.30220
O -2.22677 2.25855 1.58887
N -1.06482 3.81628 0.36592
C -2.23022 4.22162 -0.38763
C 0.21031 4.41299 -0.00173
H -0.19864 2.58361 1.76629
H -3.12610 4.13157 0.23672
H -2.35945 3.60462 -1.29904
H -2.07089 5.26441 -0.68820
H 0.96174 4.17691 0.76213
H 0.07865 5.50292 -0.07172
H 0.57187 4.02788 -0.96951
H 0.73400 -4.42686 0.85519
H -0.79031 -3.63589 -1.54027
C -0.26194 -4.90083 0.93008
C -1.63853 -4.06562 -0.96737
N -1.30229 -4.02115 0.43668
H -0.45308 -5.08854 1.99222
C -1.83101 -3.05818 1.24918
O -2.52831 -2.13448 0.91866
H -2.53400 -3.46364 -1.16640
H -1.51698 -3.18910 2.33254
H -0.29234 -5.83503 0.35979
H -1.76746 -5.11825 -1.25783
O 2.49460 0.22219 -3.64197
C 2.60660 -0.27251 -4.93109
C 0.61628 0.18374 -6.56358
C 1.77351 0.58309 -5.86323
H 0.24197 -0.84131 -6.51570
C -0.05380 1.10028 -7.42055
H 3.65065 -0.06059 -5.14350
C 2.31114 1.84871 -6.10843
H -0.96136 0.79117 -7.93398
C 0.46863 2.38601 -7.58147
C 1.63717 2.76748 -6.93111
H 3.30059 2.10328 -5.67237
H -0.05344 3.09595 -8.22959
H 2.04421 3.76585 -7.04179
Si -0.12653 -0.36326 -2.37673
Cl 0.73625 -2.01846 -1.48316
C -1.00137 -1.01252 -3.88628
C 0.02870 1.48338 -3.04665
C -1.08016 0.30333 -0.90355
H -1.02718 -0.22340 -4.66664
H -2.02506 -1.16861 -3.52180
H -0.59527 -1.95339 -4.28542
H -1.75853 -0.46730 -0.49012
H -1.68777 1.19882 -1.10420
H -0.39477 0.50659 -0.07767
H -0.03554 1.48184 -4.14942
H 0.92731 2.05643 -2.76575
H -0.82683 2.05528 -2.63352
C -1.49683 4.41643 5.45028
C -0.22744 4.20565 4.90874
C 0.15912 2.90978 4.56162
C -0.71014 1.81647 4.76561
C -1.97234 2.04641 5.32141
C -2.37473 3.34218 5.65870
P -0.06426 0.19797 4.25643
C 0.86520 -0.24215 5.76760
C 2.23855 -0.54676 5.60996
C 2.99734 -0.86759 6.73362
C 2.40986 -0.87349 8.00116
C 1.05626 -0.54466 8.15868
C 0.27865 -0.22241 7.03850
C -1.57128 -0.82164 4.41294
C -1.62760 -2.00304 5.18712
C -2.80555 -2.74829 5.22857
C -3.91677 -2.37222 4.45877
C -3.81596 -1.26604 3.60029
C -2.65712 -0.50057 3.57473
H -1.79846 5.43624 5.73738
H 0.46848 5.03937 4.77440
H 1.15704 2.74404 4.13365
H -2.66787 1.22852 5.50620
H -3.36109 3.52535 6.10489
H 2.67782 -0.57487 4.62173
H 4.06331 -1.11344 6.61929
H 3.01104 -1.10033 8.87644
H 0.60211 -0.53894 9.15130
H -0.77351 -0.00089 7.17732
H -0.74867 -2.34059 5.74185
H -2.86211 -3.64710 5.85572
H -4.84013 -2.94465 4.49534
H -4.64886 -1.01230 2.93562
H -2.59295 0.34923 2.88491
*
```

Results of the Mulliken charge analysis, in e, for atoms 1 through 4: C -1.5553; C 0.4071; H 0.3421; H 0.2648


Q: Which formula does entry 1 have?
A: C2H4O3P